A cluster of 2 separate species, H3O5 in total in a non-equilibrium geometry, computed with ωB97M-V with the def2-TZVPD basis set.

Strongest force on any atom: 3.62 eV/Å
Energy: -10267.0024 eV
Net charge: +1
ΔE to the lowest compared entry with this formula, charge and spin: 0.00 kJ/mol

Each line ends with the Löwdin charge.
Atoms and positions in Å:
O 0.642 -0.545 0.631  0.22
O 1.966 -0.213 -0.869  0.08
O -2.621 0.105 0.731  0.13
O -0.522 -0.604 0.386  0.14
O -1.366 0.493 0.781  0.05
H 2.149 0.729 -1.030  0.12
H 2.828 -0.552 -0.664  0.10
H -3.077 0.586 0.033  0.16